(1)
The following is a quantum chemistry calculation of C54H50FLuN3O5P2S3 as an isolated structure in a non-equilibrium geometry, from the OMol25 dataset.

## Properties
Charge: +1
LUMO level: -3.23 eV
E_tot: -158939.2629 eV
HOMO-LUMO gap: 0.264 Ha

Each line ends with the Löwdin charge.
Positions of all 119 atoms, in Å:
Lu: -0.7055 -0.6326 -0.4562  1.561
O: -0.9650 6.1919 -4.9582  0.122
C: -1.6723 5.1882 -5.5202  -0.476
O: -2.2166 5.3373 -6.5743  0.143
C: -1.7429 3.9068 -4.7441  -0.123
C: -2.8844 3.1250 -4.8867  0.013
C: -3.0057 1.9310 -4.2031  -0.002
C: -1.9562 1.4741 -3.4026  -0.236
C: -0.8339 2.2676 -3.2395  -0.020
C: -0.7219 3.4769 -3.9066  -0.006
N: -2.0462 0.2512 -2.6586  0.072
C: -2.8365 -0.6299 -3.1337  -0.080
C: -3.2740 -1.8021 -2.3679  -0.247
C: -4.3763 -2.5146 -2.8087  0.005
C: -4.9420 -3.4570 -1.9571  -0.027
C: -4.3959 -3.6159 -0.7007  -0.007
C: -3.2680 -2.8748 -0.3560  -0.102
N: -2.6935 -2.0125 -1.1817  0.034
H: -0.6962 5.9486 -4.0601  0.072
H: -3.6824 3.4754 -5.5265  0.131
H: -3.9360 1.3855 -4.2721  0.112
H: -0.0561 1.9340 -2.5781  0.064
H: 0.1725 4.0716 -3.7634  0.121
H: -3.3135 -0.4999 -4.1067  0.129
H: -4.7995 -2.3114 -3.7830  0.120
H: -5.8047 -4.0303 -2.2665  0.118
H: -4.8121 -4.3087 0.0161  0.122
H: -2.8100 -2.9901 0.6164  0.093
N: 1.3235 1.9332 1.1051  -0.404
P: 1.5999 0.2533 1.3198  0.967
C: 3.1894 -0.0590 0.4976  -0.390
C: 3.3343 -1.2321 -0.2309  -0.109
C: 4.5312 -1.5087 -0.8810  -0.072
C: 5.5836 -0.6093 -0.8064  -0.068
C: 5.4446 0.5684 -0.0790  -0.069
C: 4.2538 0.8387 0.5730  -0.106
C: 2.0342 0.2045 3.0799  -0.351
C: 3.2811 -0.1891 3.5467  -0.086
C: 3.5405 -0.1792 4.9116  -0.073
C: 2.5564 0.1951 5.8102  -0.069
C: 1.2997 0.5726 5.3482  -0.065
C: 1.0425 0.5795 3.9901  -0.107
P: -0.2428 2.2461 0.5210  0.932
C: -1.1773 2.7673 2.0037  -0.367
C: -0.5783 3.6726 2.8854  -0.102
C: -1.2371 4.0899 4.0262  -0.070
C: -2.5196 3.6208 4.2916  -0.072
C: -3.1308 2.7439 3.4135  -0.071
C: -2.4648 2.3114 2.2695  -0.092
C: -0.0531 3.8747 -0.2872  -0.365
C: -1.2102 4.5781 -0.6226  -0.092
C: -1.1262 5.8319 -1.2027  -0.077
C: 0.1183 6.3990 -1.4613  -0.089
C: 1.2728 5.6987 -1.1489  -0.071
C: 1.1875 4.4424 -0.5600  -0.100
H: 1.7463 2.5661 1.7788  0.068
H: 2.5043 -1.9261 -0.2870  0.076
H: 4.6427 -2.4283 -1.4411  0.110
H: 6.5159 -0.8237 -1.3104  0.109
H: 6.2667 1.2674 -0.0193  0.110
H: 4.1496 1.7591 1.1363  0.112
H: 4.0541 -0.4995 2.8578  0.103
H: 4.5178 -0.4746 5.2698  0.111
H: 2.7641 0.1947 6.8716  0.109
H: 0.5250 0.8628 6.0440  0.110
H: 0.0610 0.8787 3.6396  0.087
H: 0.4113 4.0686 2.6823  0.104
H: -0.7594 4.7851 4.7022  0.108
H: -3.0403 3.9507 5.1808  0.108
H: -4.1315 2.3854 3.6136  0.108
H: -2.9306 1.6059 1.5987  0.077
H: -2.1849 4.1540 -0.4110  0.116
H: -2.0301 6.3772 -1.4379  0.115
H: 0.1848 7.3898 -1.8905  0.113
H: 2.2425 6.1388 -1.3391  0.110
H: 2.0947 3.9176 -0.2919  0.088
C: 0.9510 -3.2865 -2.2918  -0.061
O: 0.1727 -2.0929 -2.4658  -0.274
C: 0.5760 -1.4040 -3.6480  -0.174
C: 1.7586 -0.5280 -3.3334  -0.179
O: 1.4213 0.2646 -2.1990  -0.277
C: 2.3273 1.3638 -2.1022  -0.086
H: 2.0055 -3.0817 -2.4841  0.089
H: 0.5963 -4.0500 -2.9878  0.110
H: 0.8232 -3.6174 -1.2665  0.056
H: -0.2652 -0.8020 -3.9827  0.109
H: 0.8248 -2.1163 -4.4412  0.142
H: 1.9705 0.1195 -4.1941  0.142
H: 2.6654 -1.1005 -3.1084  0.120
H: 2.2020 2.0295 -2.9611  0.102
H: 3.3571 0.9981 -2.0692  0.095
H: 2.1094 1.8916 -1.1832  0.041
F: -2.3413 0.1005 0.3671  -0.547
O: -0.0951 -2.3735 0.4241  -0.396
C: -0.1936 -3.3358 1.4260  -0.577
C: -1.2881 -2.9157 2.4084  -0.538
C: -1.5838 -1.6377 2.7782  -0.158
C: -2.6070 -1.5557 3.7594  -0.156
C: -3.0666 -2.7849 4.1193  -0.390
S: -2.2698 -4.0356 3.2716  1.046
C: -0.5214 -4.6967 0.8167  -0.480
C: -1.0993 -4.9717 -0.3870  -0.150
C: -1.3210 -6.3592 -0.5982  -0.164
C: -0.9042 -7.1119 0.4564  -0.393
S: -0.2262 -6.1501 1.6902  1.069
C: 1.1137 -3.4999 2.1947  -0.491
C: 2.3001 -3.9517 1.6914  -0.149
C: 3.2939 -4.1272 2.6853  -0.165
C: 2.8277 -3.8213 3.9297  -0.399
S: 1.2136 -3.2880 3.8935  1.078
H: -1.1273 -0.7550 2.3477  0.064
H: -2.9833 -0.6282 4.1621  0.101
H: -3.8395 -3.0227 4.8303  0.068
H: -1.3397 -4.2098 -1.1098  0.090
H: -1.7594 -6.7746 -1.4928  0.103
H: -0.9422 -8.1817 0.5643  0.068
H: 2.4355 -4.2105 0.6514  0.117
H: 4.2913 -4.4909 2.4926  0.104
H: 3.3554 -3.8786 4.8651  0.069

Force components x, y, z for each atom (eV/Å):
0.07 -0.52 -1.18
0.05 -0.12 0.11
-0.05 0.10 0.02
0.00 -0.02 0.01
0.07 0.01 -0.01
0.01 -0.03 -0.01
0.02 0.10 -0.04
-0.13 -0.12 0.23
0.05 0.08 -0.08
-0.08 -0.04 0.01
0.00 0.01 -0.17
-0.01 -0.13 0.05
-0.01 0.11 -0.08
0.03 -0.03 0.02
0.03 0.02 0.00
0.02 0.02 0.01
-0.02 -0.02 -0.01
0.06 0.07 0.01
0.00 0.07 -0.04
0.00 0.02 -0.01
-0.01 0.01 0.01
0.13 -0.05 0.07
0.04 0.01 0.00
0.02 -0.03 0.06
-0.01 0.00 -0.01
-0.02 -0.01 0.00
-0.01 -0.01 0.01
-0.02 0.01 -0.01
0.10 0.03 0.18
0.19 0.17 -0.15
0.10 0.02 0.19
0.02 -0.02 -0.03
-0.02 0.00 0.02
0.01 0.01 -0.01
-0.02 -0.03 -0.01
-0.03 -0.01 -0.02
-0.18 -0.13 0.01
0.02 -0.01 0.08
0.06 -0.09 -0.01
-0.07 0.03 0.00
0.10 -0.01 -0.01
-0.05 -0.03 0.03
0.00 0.35 -0.07
-0.04 0.14 0.03
0.01 -0.01 0.00
-0.01 -0.03 -0.04
-0.01 0.03 0.03
0.02 -0.03 -0.03
0.06 -0.03 0.04
0.03 0.02 0.06
0.00 -0.02 -0.01
0.04 0.02 -0.02
-0.06 -0.01 -0.07
0.01 -0.02 0.01
-0.03 0.01 -0.01
0.00 -0.01 -0.10
-0.03 -0.04 0.03
0.01 -0.03 -0.01
0.03 -0.01 -0.02
0.03 0.03 0.00
0.00 0.00 0.03
0.00 -0.03 0.00
0.01 -0.01 0.01
0.00 0.00 0.02
-0.02 0.00 0.03
-0.01 0.02 -0.02
0.01 0.01 -0.02
0.01 0.03 0.03
-0.01 0.00 0.01
-0.03 -0.01 0.01
-0.03 -0.02 -0.04
-0.03 -0.03 0.02
-0.04 0.02 -0.01
0.00 0.04 -0.02
0.02 0.01 -0.01
0.04 -0.02 0.00
-0.03 -0.02 0.09
-0.06 0.10 0.03
0.06 -0.09 0.02
-0.05 0.12 -0.09
-0.10 0.07 0.01
0.06 -0.09 -0.03
0.04 -0.01 0.00
0.02 -0.01 0.01
0.01 0.05 -0.10
0.03 0.03 0.04
-0.02 0.02 0.04
-0.02 -0.03 0.06
-0.04 0.00 -0.02
-0.01 0.01 -0.02
-0.02 0.03 -0.03
-0.01 0.06 0.03
-0.31 0.13 0.44
-0.08 -0.21 0.18
-0.08 0.08 0.02
0.04 0.01 0.08
-0.04 0.10 -0.04
-0.02 -0.14 -0.03
-0.01 0.09 -0.01
-0.03 -0.04 0.00
-0.08 -0.10 0.00
0.04 -0.04 0.01
0.03 -0.04 0.05
-0.05 0.03 -0.06
0.04 -0.03 0.01
0.10 0.17 -0.05
-0.02 0.02 0.03
-0.04 0.01 0.04
0.12 0.09 -0.02
-0.07 0.00 0.01
0.08 -0.13 0.12
-0.02 0.05 0.03
-0.03 -0.01 0.04
0.01 0.00 0.00
-0.02 -0.02 -0.03
-0.01 -0.08 0.00
0.01 0.00 -0.08
0.05 -0.01 -0.01
0.07 0.02 0.08

=====

(2)
The following is a quantum chemistry calculation of C54H51MnN3O3P2S2 as an isolated structure, from the OMol25 dataset.

## Properties
Charge: -2
LUMO level (spin up / spin down): 3.87 / 3.87 eV
Energy above the lowest of the compared OMol25 structures with the same formula, charge and spin: 84.5 kJ/mol
2S+1: 6
⟨S²⟩: 8.755
E_tot: -139009.9898 eV
HOMO-LUMO gap (spin up / spin down): 0.162 / 0.164 Ha

Each line ends with the Mulliken spin population.
Positions of all 116 atoms, in Å:
Mn: -1.9795 -0.9773 1.3411  4.710
C: -3.2225 0.4075 3.0235  0.092
N: -2.9373 -0.9792 3.4739  0.034
C: -4.1550 -1.6275 3.9293  0.018
C: -1.8485 -0.9766 4.4237  -0.022
C: -2.0914 -0.7181 5.7565  0.001
C: -1.0599 -0.6818 6.6888  0.005
C: 0.2302 -0.8914 6.2428  -0.002
C: 0.4932 -1.1507 4.9057  0.005
C: -0.5285 -1.2207 3.9434  0.024
N: -0.4070 -1.5392 2.6127  0.065
C: 0.5442 -2.3690 2.0839  0.040
C: 1.9081 -2.4596 2.4317  0.005
C: 2.7638 -3.3759 1.8371  -0.003
C: 2.3169 -4.2442 0.8595  0.008
C: 0.9865 -4.1530 0.4622  -0.002
C: 0.1250 -3.2413 1.0363  -0.115
N: -1.2394 -3.1412 0.5739  0.095
C: -1.2987 -2.3960 -0.6984  0.022
C: -1.9386 -4.4107 0.4590  0.016
H: -3.2211 1.1241 3.8505  0.008
H: -2.4113 0.7407 2.3587  -0.098
H: -4.1695 0.4391 2.4848  -0.019
H: -4.6826 -1.0563 4.7055  0.001
H: -4.8276 -1.7318 3.0777  -0.005
H: -3.9166 -2.6178 4.3202  0.001
H: -3.1078 -0.5308 6.0804  0.000
H: -1.2652 -0.4615 7.7293  0.000
H: 1.0604 -0.8346 6.9384  -0.001
H: 1.5197 -1.2771 4.6147  0.002
H: 2.3299 -1.7621 3.1343  0.002
H: 3.8065 -3.3883 2.1347  0.000
H: 2.9867 -4.9529 0.3896  0.001
H: 0.6228 -4.7981 -0.3300  -0.001
H: -0.4853 -2.6807 -1.3788  0.010
H: -2.2668 -2.5495 -1.1646  -0.020
H: -1.1861 -1.3197 -0.5105  -0.053
H: -1.6264 -4.9923 -0.4222  0.001
H: -1.7481 -5.0074 1.3512  0.002
H: -3.0074 -4.2113 0.3780  -0.005
S: -0.5744 2.6569 3.1283  0.002
C: -1.4494 3.3318 1.7828  0.010
C: -1.9649 4.6417 1.8769  -0.001
C: -2.6438 5.2681 0.8496  0.004
C: -2.8587 4.5972 -0.3504  -0.003
C: -2.3781 3.3026 -0.4731  0.006
C: -1.6821 2.6602 0.5512  0.017
S: -1.0072 1.0585 0.1846  0.043
H: -1.7945 5.1649 2.8106  0.000
H: -3.0115 6.2808 0.9871  0.001
H: -3.4004 5.0628 -1.1658  0.000
H: -2.5439 2.7472 -1.3897  -0.003
C: 1.0937 0.7634 -2.5497  0.000
P: 1.6623 -0.0615 -0.9898  0.009
C: 3.1840 -0.9531 -1.5527  -0.003
C: 3.0178 -1.9777 -2.4903  0.001
C: 4.0440 -2.8520 -2.7970  0.001
C: 5.2729 -2.7324 -2.1586  0.000
C: 5.4532 -1.7247 -1.2246  0.000
C: 4.4215 -0.8455 -0.9241  0.000
C: 2.3308 1.2365 0.1042  0.000
C: 2.6904 2.5168 -0.2888  -0.003
C: 3.1296 3.4506 0.6386  -0.002
C: 3.2030 3.1117 1.9803  0.001
C: 2.7999 1.8502 2.3921  0.002
C: 2.3567 0.9262 1.4625  -0.003
P: 1.9168 1.6536 -3.9593  0.000
C: 1.8413 3.4298 -3.4879  0.000
C: 0.8210 3.9284 -2.6721  -0.002
C: 0.7183 5.2843 -2.4048  0.000
C: 1.6204 6.1768 -2.9654  0.000
C: 2.6255 5.6998 -3.7966  0.000
C: 2.7324 4.3422 -4.0565  0.000
C: 3.7226 1.2787 -3.9107  0.000
C: 4.6961 1.9543 -3.1740  0.000
C: 6.0184 1.5434 -3.1997  0.000
C: 6.3962 0.4435 -3.9579  0.000
C: 5.4448 -0.2297 -4.7079  0.000
C: 4.1266 0.1980 -4.6934  0.000
H: 0.3089 1.4224 -2.1671  0.001
H: 0.5284 -0.0315 -3.0484  0.002
H: 2.0555 -2.0996 -2.9787  -0.001
H: 3.8840 -3.6352 -3.5295  0.000
H: 6.0777 -3.4218 -2.3841  0.000
H: 6.4052 -1.6225 -0.7166  0.000
H: 4.5780 -0.0627 -0.1916  0.000
H: 2.5721 2.8128 -1.3159  0.000
H: 3.3773 4.4537 0.3109  0.000
H: 3.5122 3.8480 2.7117  0.000
H: 2.7563 1.6094 3.4461  0.000
H: 1.9525 -0.0199 1.7930  0.011
H: 0.1136 3.2663 -2.1908  0.003
H: -0.0609 5.6297 -1.7365  0.000
H: 1.5466 7.2352 -2.7483  0.000
H: 3.3401 6.3857 -4.2365  0.000
H: 3.5265 3.9863 -4.7024  0.000
H: 4.4298 2.8041 -2.5667  0.000
H: 6.7527 2.0747 -2.6064  0.000
H: 7.4262 0.1080 -3.9561  0.000
H: 5.7248 -1.0944 -5.2965  0.000
H: 3.3839 -0.3310 -5.2797  0.000
O: -4.3351 -3.1207 -1.6666  0.000
C: -5.6526 -2.8723 -1.4089  0.002
C: -6.6226 -3.6181 -2.0777  -0.001
C: -7.9710 -3.3718 -1.8815  0.001
C: -8.3606 -2.3627 -1.0135  -0.001
C: -7.3875 -1.6347 -0.3490  0.001
C: -6.0229 -1.8688 -0.5083  0.003
C: -5.0836 -1.0152 0.3697  0.008
O: -5.6194 -0.0662 0.9444  0.005
O: -3.8789 -1.3914 0.4669  0.063
H: -4.2830 -3.8180 -2.3288  0.000
H: -6.3034 -4.3971 -2.7648  0.000
H: -8.7080 -3.9652 -2.4098  0.000
H: -9.4091 -2.1459 -0.8546  0.000
H: -7.6508 -0.8399 0.3361  0.000

Force components x, y, z for each atom (eV/Å):
-0.41 0.08 0.25
-0.18 0.17 0.21
0.03 0.50 -0.01
0.00 -0.16 -0.07
0.05 -0.07 -0.06
0.04 0.01 0.05
-0.06 0.02 0.05
0.04 0.00 0.00
0.02 -0.01 0.06
-0.07 -0.05 -0.02
0.05 -0.23 0.07
-0.03 -0.06 0.02
0.03 -0.05 -0.01
0.03 0.06 0.04
-0.04 -0.06 -0.06
0.11 0.04 -0.08
-0.01 0.03 0.21
0.14 0.21 -0.49
0.12 -0.19 -0.17
-0.08 0.01 0.18
0.02 -0.06 0.03
-0.14 0.55 0.36
0.10 -0.09 -0.02
0.01 0.00 0.01
-0.01 0.02 0.00
0.00 0.00 0.02
-0.02 0.02 -0.01
0.00 -0.01 0.00
0.01 -0.01 0.00
0.00 0.00 0.04
0.02 -0.04 0.00
0.01 0.01 0.00
0.01 0.00 -0.01
-0.04 -0.01 -0.01
-0.02 -0.06 0.00
-0.01 0.07 0.08
0.27 -0.10 -0.60
0.03 -0.01 0.01
-0.02 0.01 0.00
-0.01 0.00 -0.03
0.02 0.04 -0.01
0.11 -0.06 0.11
-0.03 0.09 0.04
-0.01 0.04 -0.01
-0.01 0.04 -0.02
-0.05 -0.01 -0.06
0.06 -0.11 0.03
-0.12 -0.14 -0.16
0.00 0.00 0.00
0.00 0.01 0.00
-0.01 0.01 -0.02
-0.01 0.00 -0.02
-0.05 -0.05 -0.14
0.33 -0.04 0.03
-0.11 -0.11 0.13
-0.06 0.01 0.02
0.04 -0.02 -0.01
-0.02 -0.03 0.01
0.05 -0.05 0.00
0.00 0.10 -0.05
-0.08 -0.06 0.00
0.07 0.02 -0.04
0.01 0.01 0.02
0.01 0.02 0.02
0.00 0.00 0.03
0.01 -0.02 -0.02
0.06 0.13 0.04
-0.12 -0.03 0.02
0.08 -0.04 -0.02
-0.01 0.09 0.01
0.02 -0.02 -0.01
0.01 0.05 0.03
-0.03 -0.06 -0.04
-0.03 0.03 0.10
-0.09 -0.05 -0.05
0.05 -0.03 -0.05
0.01 0.03 0.00
0.05 0.03 0.01
-0.04 0.01 0.04
-0.08 -0.09 -0.06
0.03 0.04 0.02
-0.03 -0.01 0.02
0.00 -0.01 0.00
0.01 -0.01 -0.01
0.02 0.01 0.00
-0.01 -0.01 0.03
0.14 -0.01 -0.08
0.00 0.01 0.00
-0.02 0.01 0.01
0.00 0.00 0.01
0.01 -0.03 0.01
-0.05 0.04 0.02
-0.04 -0.03 0.01
0.00 0.01 0.00
0.00 0.01 -0.01
0.01 -0.01 -0.01
-0.11 0.08 0.11
0.01 0.00 0.00
0.01 0.00 0.00
0.00 -0.01 0.00
-0.01 0.00 -0.02
-0.04 -0.02 0.04
0.06 0.06 -0.03
-0.07 0.01 -0.01
0.03 -0.01 0.00
0.00 -0.04 -0.05
0.04 -0.01 0.03
-0.01 -0.01 0.07
-0.09 0.08 0.05
0.00 -0.03 -0.04
0.09 -0.37 -0.11
-0.02 0.02 0.01
-0.01 0.01 0.00
0.00 0.00 -0.01
-0.01 0.00 0.00
0.01 0.00 0.00